(1)
{
  "formula": "C14H11ClN2O4PS2",
  "method": "ωB97M-V/def2-TZVPD",
  "spin_multiplicity": 1,
  "mol_weight_g_mol": 401.81,
  "lumo_ha": 0.1704,
  "total_energy_ev": -69326.3232,
  "homo_ev": 3.049,
  "charge": -3,
  "species": ["S", "C", "C", "Cl", "C", "C", "C", "C", "C", "C", "C", "C", "C", "C", "C", "N", "S", "N", "C", "H", "H", "H", "H", "H", "H", "H", "H", "H", "H", "H", "O", "P", "O", "O", "O"],
  "positions_angstrom": [[-4.50973, -2.93039, 2.92079], [-3.84787, -2.14000, 1.32949], [-2.20015, -2.06314, 1.08511], [-1.00410, -2.78726, 2.34797], [-1.67133, -1.35410, -0.33425], [-0.05770, -1.25774, -0.71071], [0.36630, 0.12397, -1.48459], [1.28508, 1.15927, -0.58867], [2.31175, 2.14825, -1.46273], [3.27746, 3.26829, -0.74663], [3.20746, 3.40054, 0.89200], [2.21611, 2.41133, 1.80593], [1.23737, 1.27788, 1.06530], [-2.80068, -0.77807, -1.39333], [-4.42612, -0.82480, -1.18490], [-5.48806, -0.30506, -2.14559], [-6.99437, -0.70944, -1.29526], [-6.41866, -1.47811, 0.19290], [-4.90717, -1.53373, 0.21739], [-5.89359, -3.18813, 2.68589], [0.61699, -1.51469, 0.22447], [0.13192, -2.14613, -1.48506], [-0.52343, 0.74388, -1.92445], [1.05487, -0.20261, -2.40244], [2.33703, 2.07491, -2.65368], [3.95445, 3.93059, -1.45500], [3.88396, 4.23300, 1.39787], [2.19287, 2.55535, 2.98663], [0.50660, 0.58212, 1.70299], [-2.38212, -0.30659, -2.39512], [3.95462, -1.68040, 0.47644], [4.90906, -0.47796, 0.56147], [6.34617, -0.97886, 0.77945], [4.49544, 0.42188, 1.73764], [4.83956, 0.32595, -0.74733]],
  "forces_ev_per_a": [[-0.49, 0.54, -1.48], [0.41, 1.24, -2.71], [-2.49, 1.88, -3.76], [-1.83, 1.09, -1.85], [-3.04, -0.46, 1.44], [-1.16, -0.94, -0.34], [1.40, 0.38, 0.16], [2.19, 2.50, 1.42], [0.02, 0.75, 3.75], [-3.34, -2.95, 2.16], [-2.12, -2.35, -1.90], [-0.05, -0.09, -4.23], [2.47, 2.69, -2.39], [-0.48, -0.91, 1.65], [1.49, -0.13, -0.05], [2.96, -2.59, 4.88], [2.77, -0.63, 1.12], [4.48, -0.08, -0.16], [-1.42, 1.02, -1.75], [1.83, 0.54, -0.39], [-1.41, 0.83, -1.92], [-0.38, 1.89, 1.65], [1.47, -1.41, 1.05], [-1.41, 0.84, 2.01], [-0.08, -0.02, 2.96], [-1.44, -1.50, 1.90], [-1.60, -2.11, -1.01], [0.12, -0.47, -2.93], [1.89, 1.71, -1.62], [-0.98, -1.11, 2.35], [-0.03, -0.10, 0.33], [0.19, -0.08, 0.04], [0.09, -0.17, -0.31], [-0.28, -0.03, -0.09], [0.25, 0.23, 0.03]],
  "mulliken_charge": [-0.372, -0.020, -0.128, -0.265, 0.332, -0.576, -0.454, 0.347, -0.419, -0.242, -0.279, -0.370, -0.116, -0.670, 0.463, -0.670, -0.136, -0.621, 0.383, 0.140, 0.324, 0.257, 0.284, 0.221, 0.141, 0.214, 0.182, 0.212, 0.249, 0.121, -0.580, 0.828, -0.714, -0.516, -0.553]
}

(2)
{
  "formula": "C14H11CoF3NO3",
  "method": "ωB97M-V/def2-TZVPD",
  "spin_multiplicity": 2,
  "mol_weight_g_mol": 357.17,
  "s2": 0.761,
  "lumo_ha": [0.1062, 0.1062],
  "total_energy_ev": -68110.9145,
  "de_lowest_ev": 0.000,
  "homo_ev": [-4.222, -4.063],
  "charge": -1,
  "species": ["Co", "C", "C", "C", "C", "N", "C", "C", "C", "C", "C", "C", "C", "H", "H", "H", "H", "H", "H", "H", "H", "C", "O", "H", "H", "H", "F", "C", "F", "F", "C", "O", "O"],
  "positions_angstrom": [[0.69538, 0.57685, 0.14026], [-3.42848, 0.78239, 1.19057], [-3.75555, -0.55992, 1.30668], [-2.78248, -1.51529, 1.08102], [-1.49263, -1.11387, 0.74213], [-1.18639, 0.19764, 0.63880], [-2.12828, 1.11634, 0.85423], [-0.35450, -2.00907, 0.47157], [-0.44150, -3.40012, 0.54345], [0.68162, -4.16326, 0.27966], [1.87661, -3.52472, -0.04977], [1.94871, -2.14112, -0.11647], [0.83350, -1.33348, 0.13863], [-4.15712, 1.56311, 1.35756], [-4.76225, -0.85992, 1.57163], [-3.00936, -2.56830, 1.16469], [-1.80053, 2.14239, 0.75411], [-1.37183, -3.89318, 0.80454], [0.63193, -5.24436, 0.33140], [2.75968, -4.12221, -0.25224], [2.88790, -1.66539, -0.36989], [3.45124, 0.82835, -0.99057], [2.51029, 0.91880, 0.00020], [3.91674, 1.80680, -1.20889], [3.04630, 0.46445, -1.95193], [4.28363, 0.14454, -0.72556], [-1.10727, 4.90885, -0.69825], [0.11743, 4.53573, -1.15326], [0.22110, 5.00662, -2.40445], [1.02305, 5.19492, -0.40761], [0.27848, 2.99046, -1.06262], [0.32898, 2.35748, -2.10833], [0.28561, 2.57847, 0.12871]],
  "forces_ev_per_a": [[0.13, 0.08, -0.17], [0.02, 0.05, 0.00], [0.00, -0.05, 0.00], [-0.02, 0.05, 0.00], [0.12, -0.07, -0.02], [-0.02, -0.02, -0.07], [-0.04, -0.03, 0.04], [-0.11, 0.10, 0.01], [0.02, 0.00, 0.00], [-0.01, 0.01, 0.00], [0.02, -0.02, 0.00], [-0.04, 0.01, -0.01], [0.07, -0.12, 0.00], [-0.01, -0.01, 0.00], [0.00, 0.00, 0.00], [-0.02, 0.00, 0.00], [0.00, 0.00, -0.01], [0.00, 0.00, 0.00], [0.00, 0.00, 0.00], [0.00, 0.00, -0.01], [0.01, -0.01, 0.02], [-0.15, -0.15, -0.25], [-0.01, 0.19, 0.41], [0.00, 0.00, 0.00], [0.02, 0.01, 0.01], [0.00, 0.02, 0.00], [0.05, 0.00, -0.02], [0.01, 0.02, 0.00], [-0.01, -0.01, 0.06], [-0.04, -0.02, -0.04], [-0.04, 0.00, -0.02], [-0.01, -0.03, 0.01], [0.07, 0.00, 0.04]],
  "lowdin_spin": [1.021, 0.000, -0.003, 0.000, -0.001, -0.003, -0.002, -0.002, -0.001, -0.001, -0.001, -0.003, -0.021, 0.000, 0.000, 0.000, 0.000, 0.000, 0.000, 0.000, 0.000, 0.002, -0.001, -0.001, 0.001, 0.000, 0.000, 0.000, 0.000, 0.000, 0.002, 0.012, 0.001]
}